Molecular formula: C31H76IN2O12S10
Method: DFT, ωB97M-V with the def2-TZVPD basis set

```
132
Properties=species:S:1:pos:R:3:forces:R:3
C 1.0984 1.2655 0.1837 -0.32 0.23 -0.34
C 0.6182 1.8240 -0.9310 0.21 -0.50 0.40
C -0.3632 1.1358 -1.7532 0.10 -0.20 -0.47
N -1.0498 0.0246 -1.2899 -0.47 0.08 -0.38
C -1.8919 -0.4341 -2.2171 0.39 0.09 0.38
C -2.8109 -1.5886 -2.0908 0.17 0.08 -0.40
C -2.1655 -2.9761 -1.9712 -0.14 0.04 0.37
C -0.9102 -3.0954 -1.1415 0.10 -0.47 -0.03
I 0.8849 -2.6517 -2.2100 -0.03 0.14 0.08
N -1.7705 0.3825 -3.2604 -0.15 -0.04 -0.14
C -0.8422 1.3688 -3.0139 0.54 0.25 0.77
C -0.4725 2.4679 -3.9303 0.14 -0.48 -0.45
C -0.3057 2.0098 -5.3961 -0.65 0.27 0.32
C 0.9466 2.5834 -5.9934 -0.67 -0.12 -0.63
O 1.9969 2.5424 -5.4611 1.13 0.17 0.73
O 0.7879 3.1948 -7.2091 0.25 -0.11 -0.19
H 0.9777 0.2026 0.3339 -0.37 -0.17 0.37
H 1.5917 1.8164 0.9686 0.67 -0.01 -0.17
H 0.9889 2.7791 -1.2550 -0.42 0.51 0.07
H -0.9465 -0.3809 -0.3770 0.10 0.00 0.14
H -3.4640 -1.3939 -1.2469 -0.12 -0.01 0.22
H -3.4281 -1.5758 -2.9825 -0.32 -0.02 -0.06
H -2.0024 -3.4247 -2.9409 0.11 0.00 -0.29
H -2.9003 -3.6057 -1.4770 -0.23 -0.16 0.00
H -0.7837 -4.1395 -0.8877 0.18 -0.23 -0.01
H -0.9361 -2.5430 -0.2091 0.07 0.27 0.09
H -2.2959 0.2887 -4.1123 -0.11 -0.01 -0.09
H -1.2090 3.2653 -3.9172 -0.09 0.12 0.05
H 0.4742 2.8533 -3.5782 0.22 0.15 0.10
H -0.2657 0.9269 -5.4714 0.26 -0.25 -0.01
H -1.1719 2.3404 -5.9571 -0.14 0.07 -0.17
H 0.5477 2.5177 -7.8522 -0.29 0.15 -0.20
C 1.9388 2.2323 4.8995 -0.13 -0.39 -0.03
S 3.3539 2.5657 3.8593 -0.09 -0.18 -0.07
O 2.9727 2.1065 2.4808 0.00 0.07 -0.01
C 4.3820 1.2441 4.5084 0.10 0.07 -0.07
H 1.1436 2.9164 4.6118 0.05 0.08 -0.01
H 1.6096 1.1997 4.7566 0.08 0.00 -0.12
H 2.2065 2.4101 5.9349 0.02 0.11 0.04
H 3.8712 0.3062 4.3023 -0.04 -0.04 0.13
H 4.5562 1.3967 5.5726 -0.03 -0.03 0.00
H 5.3279 1.2566 3.9708 0.01 0.10 0.00
C 2.4664 -6.4484 -1.9489 0.02 0.12 0.04
S 0.8315 -7.1113 -2.2657 0.08 0.00 -0.19
O -0.1551 -6.1491 -1.6754 -0.01 0.14 0.19
C 0.9598 -8.4947 -1.1417 0.07 -0.08 0.00
H 2.5898 -5.5417 -2.5383 0.02 -0.04 -0.07
H 2.5658 -6.2223 -0.8865 -0.05 -0.04 0.02
H 3.2133 -7.1791 -2.2560 0.00 -0.01 -0.03
H 1.1661 -8.1420 -0.1342 -0.02 0.00 0.07
H 1.7617 -9.1477 -1.4866 -0.02 -0.01 -0.06
H 0.0173 -9.0378 -1.1523 -0.03 0.03 -0.03
C -3.3819 4.9270 -7.2872 -0.05 -0.09 -0.04
S -2.7368 5.5267 -5.7254 0.01 0.14 0.08
O -2.6551 4.3389 -4.8132 -0.10 -0.11 -0.15
C -4.1834 6.4552 -5.2358 -0.11 0.12 -0.03
H -2.6285 4.2842 -7.7388 0.04 0.03 0.02
H -4.2974 4.3622 -7.1111 0.00 0.02 0.05
H -3.5757 5.7751 -7.9424 0.02 0.02 0.00
H -5.0458 5.7912 -5.1883 0.03 -0.05 0.02
H -4.3574 7.2566 -5.9547 0.07 -0.03 -0.05
H -3.9958 6.8705 -4.2494 0.02 -0.09 0.05
C 4.0513 -3.8567 -6.9520 -0.07 -0.01 -0.08
S 4.5407 -3.3819 -5.2908 0.08 0.03 0.00
O 4.2387 -4.5342 -4.4012 -0.11 -0.06 0.06
C 3.2166 -2.1960 -5.0329 -0.12 0.08 -0.05
H 4.7287 -4.6390 -7.2860 0.03 0.00 0.03
H 3.0289 -4.2347 -6.9380 0.01 -0.01 0.05
H 4.1340 -2.9944 -7.6135 0.03 0.01 0.01
H 2.2577 -2.7043 -5.1449 0.03 -0.04 0.00
H 3.2996 -1.3724 -5.7421 0.06 0.01 0.01
H 3.3183 -1.8128 -4.0189 0.06 0.02 -0.01
C -0.2489 4.5665 8.2037 -0.04 -0.01 0.09
S 0.6713 5.1108 6.7612 -0.07 0.09 0.02
O 2.0025 4.4519 6.8222 0.09 0.11 0.17
C 0.9085 6.8021 7.3117 -0.03 0.10 0.03
H -0.4645 3.5071 8.0819 0.02 -0.01 -0.04
H 0.3532 4.7206 9.0988 0.04 0.01 -0.03
H -1.1823 5.1251 8.2686 -0.01 0.00 -0.02
H 1.4322 6.8018 8.2671 0.01 -0.05 -0.01
H -0.0609 7.2913 7.4047 -0.01 0.00 -0.02
H 1.5066 7.3153 6.5624 0.01 -0.03 -0.03
C 2.5241 -3.6893 4.6117 -0.06 0.08 0.00
S 2.2719 -1.9906 4.0890 0.13 -0.12 -0.01
O 1.0020 -1.5141 4.7018 -0.09 0.04 -0.02
C 1.9058 -2.3798 2.3735 -0.01 0.01 -0.14
H 2.7335 -3.6860 5.6791 0.01 0.06 0.01
H 1.6293 -4.2756 4.4186 -0.01 -0.02 -0.01
H 3.3728 -4.1108 4.0736 -0.01 0.00 0.00
H 1.0500 -3.0536 2.3325 -0.02 -0.04 0.06
H 2.7792 -2.8396 1.9110 -0.01 0.01 -0.01
H 1.6724 -1.4446 1.8662 0.06 0.02 0.06
C -2.6540 4.1746 -1.1063 0.11 -0.06 0.01
S -4.3075 4.8547 -1.2785 -0.03 -0.07 0.14
O -4.1834 6.0505 -2.1536 0.08 0.19 -0.07
C -4.4471 5.4656 0.4029 0.08 0.00 0.08
H -2.3597 3.7849 -2.0792 -0.06 0.05 -0.04
H -1.9659 4.9619 -0.7969 -0.04 0.03 0.02
H -2.6678 3.3701 -0.3697 -0.01 0.01 0.02
H -3.6405 6.1721 0.6089 -0.02 0.03 -0.04
H -4.4116 4.6239 1.0951 -0.03 -0.02 -0.01
H -5.4058 5.9719 0.4917 -0.03 -0.01 -0.04
C -3.0759 10.8012 -0.4279 0.11 0.07 0.05
S -3.1559 9.0115 -0.5586 -0.21 0.00 -0.15
O -2.7504 8.4576 0.7639 0.09 -0.07 0.03
C -1.7455 8.8319 -1.6533 0.11 0.01 -0.03
H -3.8606 11.1201 0.2542 -0.02 -0.04 0.01
H -2.1031 11.0988 -0.0364 0.00 -0.03 0.01
H -3.2439 11.2411 -1.4107 -0.02 -0.02 -0.01
H -0.8608 9.2630 -1.1845 -0.02 0.00 0.04
H -1.9582 9.3286 -2.5998 -0.02 -0.01 -0.01
H -1.5965 7.7680 -1.8249 -0.08 -0.02 0.00
C 3.1538 -8.7198 4.9018 0.09 0.02 0.01
S 1.5139 -7.9998 5.0196 -0.20 -0.05 -0.24
O 1.6209 -6.5952 4.5205 0.03 -0.05 0.15
C 1.4620 -7.9109 6.8108 0.12 0.06 0.09
H 3.3993 -8.8190 3.8465 -0.08 0.01 -0.01
H 3.8752 -8.0650 5.3904 -0.02 0.03 0.01
H 3.1494 -9.7034 5.3709 -0.02 0.00 -0.01
H 2.2975 -7.3106 7.1702 0.01 0.02 0.00
H 1.5091 -8.9186 7.2224 -0.02 -0.02 -0.01
H 0.5220 -7.4434 7.0952 -0.02 0.00 -0.04
C -2.3550 -7.5676 2.6795 -0.04 0.02 0.10
S -1.0643 -7.3499 1.4472 -0.13 0.02 0.08
O 0.0887 -8.1784 1.8943 0.07 -0.05 0.03
C -0.6769 -5.6547 1.8921 0.02 0.17 0.08
H -2.7121 -8.5927 2.6083 0.02 -0.01 -0.03
H -1.9477 -7.3830 3.6746 0.05 -0.01 -0.05
H -3.1739 -6.8792 2.4688 0.00 -0.02 -0.02
H -0.3888 -5.6148 2.9438 0.08 -0.08 -0.02
H -1.5500 -5.0262 1.7090 -0.01 -0.02 -0.04
H 0.1495 -5.3303 1.2610 0.00 -0.07 -0.04
```
Forces are in eV/Å.

Output
Calculated total energy, eV: -177370.5250
Max |F|, eV/Å: 1.4
Net charge: +1
Frontier orbital gap, eV: 7.9